Record 1
{"formula": "C5H13N2S", "method": "wB97M-V/def2-TZVPD", "e_tot_ev": -19202.475, "orbital_gap_ev": [6.991, 7.090], "total_charge": 1, "spin_multiplicity": 1, "lumo_energy_ev": [-4.6, -4.5], "elements": ["S", "N", "N", "C", "C", "C", "C", "C", "H", "H", "H", "H", "H", "H", "H", "H", "H", "H", "H", "H", "H"], "coordinates": [[1.890, -0.050, 0.355], [-1.059, 1.572, 0.283], [-0.931, -0.653, 1.221], [-0.913, -0.321, -1.264], [2.696, -0.648, -2.137], [-0.707, 0.277, 0.085], [2.703, 0.232, -1.143], [-1.428, -0.061, 2.481], [-1.635, -0.854, 3.196], [-0.013, -1.106, 1.390], [-0.676, 0.598, 2.906], [3.243, -0.465, -3.046], [-0.806, -1.402, -1.240], [-1.897, -0.070, -1.665], [3.248, 1.165, -1.185], [-0.754, 2.041, 1.124], [-1.015, 2.152, -0.543], [2.163, -1.581, -2.064], [-2.346, 0.494, 2.295], [-0.168, 0.060, -1.964], [-1.593, -1.380, 0.915]], "atomic_forces_ev_per_a": [[-2.1, 0.1, 0.7], [-0.1, -0.5, 0.0], [0.0, -0.2, 0.1], [0.0, 0.1, 0.0], [0.1, 0.1, -0.2], [2.3, 0.4, -0.6], [-0.2, 0.1, 0.0], [-0.4, 0.3, 0.7], [0.1, -0.1, -0.1], [-0.2, 0.0, -0.2], [0.1, 0.0, -0.1], [0.1, 0.1, -0.2], [0.1, -0.1, 0.0], [-0.1, 0.0, 0.1], [0.1, 0.0, -0.2], [0.0, 0.0, 0.0], [0.0, 0.0, 0.0], [-0.1, -0.2, 0.1], [0.1, -0.1, -0.1], [0.1, 0.0, 0.0], [0.2, 0.1, 0.0]], "nbo_charge": [-0.1697, -0.7815, -0.5688, -0.7115, -0.3290, 0.4674, -0.3941, -0.4387, 0.2534, 0.4857, 0.2396, 0.2176, 0.2450, 0.2480, 0.2252, 0.4162, 0.4283, 0.1992, 0.2443, 0.2819, 0.4416]}

=====

Record 2
{"formula": "C5H13N2S", "method": "wB97M-V/def2-TZVPD", "s_squared": 2.006, "e_tot_ev": -19199.484, "orbital_gap_ev": [4.881, 6.866], "total_charge": 1, "spin_multiplicity": 3, "lumo_energy_ev": [-4.3, -7.1], "elements": ["S", "N", "N", "C", "C", "C", "C", "C", "H", "H", "H", "H", "H", "H", "H", "H", "H", "H", "H", "H", "H"], "coordinates": [[1.157, 0.176, -0.560], [-0.257, -0.724, -0.138], [2.125, 3.174, -0.688], [1.567, 2.923, 0.462], [-2.188, -0.575, 1.431], [0.539, -2.736, -1.252], [-1.243, 0.144, 0.601], [-0.448, -1.959, -0.508], [-2.787, -1.456, 1.026], [1.545, -2.128, -1.086], [0.522, 2.717, 0.522], [-2.982, 0.065, 1.830], [-1.255, -2.633, -0.297], [2.146, 2.567, 1.309], [3.114, 3.038, -0.945], [0.341, -2.549, -2.319], [1.548, 3.164, -1.469], [-0.707, 1.029, 1.079], [-1.663, 0.688, -0.319], [0.526, -3.801, -0.950], [-1.597, -1.125, 2.273]], "atomic_forces_ev_per_a": [[-0.2, -0.6, -0.4], [-0.1, -1.1, 0.3], [3.0, 0.1, -2.8], [-0.7, -0.8, 4.4], [-0.9, -3.3, 2.5], [2.4, 2.1, -0.1], [0.4, 2.6, -3.4], [0.9, 0.1, 0.4], [0.9, 1.3, -0.4], [-1.4, -1.8, -0.3], [-0.5, 0.3, -0.2], [0.6, 0.1, 0.2], [-1.3, 1.0, 0.9], [0.1, 0.3, -0.2], [-0.9, 0.2, 0.8], [0.0, -0.6, 0.0], [-1.0, 0.3, -1.6], [-0.3, -1.7, -0.1], [-0.2, -0.7, 1.4], [0.2, 0.7, -0.4], [-1.1, 1.3, -1.0]], "lowdin_spin": [0.8083, 0.0715, 0.2995, 0.6033, 0.0055, 0.0321, 0.0257, 0.0204, 0.0006, 0.0189, 0.0469, 0.0007, -0.0001, 0.0376, 0.0101, 0.0009, 0.0085, 0.0091, -0.0006, 0.0006, 0.0005]}

=====

Record 3
{"formula": "C5H13N2S", "method": "wB97M-V/def2-TZVPD", "s_squared": 2.007, "e_tot_ev": -19200.259, "orbital_gap_ev": [5.949, 8.136], "total_charge": 1, "spin_multiplicity": 3, "lumo_energy_ev": [-3.0, -6.0], "elements": ["S", "N", "N", "C", "C", "C", "C", "C", "H", "H", "H", "H", "H", "H", "H", "H", "H", "H", "H", "H", "H"], "coordinates": [[1.670, 1.041, -0.364], [-0.387, 0.539, 1.495], [-0.469, -0.579, -0.591], [-0.935, 1.875, -0.455], [2.464, -0.376, 0.346], [3.620, -0.828, -0.102], [-1.858, -1.041, -0.406], [-0.117, 0.746, 0.139], [-1.968, -2.056, -0.780], [0.177, -1.292, -0.230], [0.347, 0.108, 2.040], [-2.544, -0.392, -0.942], [4.116, -0.379, -0.945], [-1.979, 1.796, -0.160], [-0.548, 2.823, -0.090], [-0.257, -0.450, -1.587], [1.973, -0.793, 1.215], [-2.095, -1.019, 0.656], [-0.858, 1.890, -1.539], [4.117, -1.653, 0.375], [-0.738, 1.355, 1.975]], "atomic_forces_ev_per_a": [[0.6, -1.5, 0.9], [0.0, 0.0, 0.5], [0.0, 0.2, -0.2], [0.1, 0.0, 0.1], [-9.2, 4.0, 2.5], [7.8, -2.6, -3.2], [-0.7, -0.1, 0.1], [0.5, -0.1, -0.5], [0.1, 0.0, -0.1], [0.2, 0.1, -0.1], [0.0, 0.0, 0.0], [0.1, 0.0, 0.0], [0.1, 0.0, -0.1], [-0.1, 0.0, 0.0], [0.0, 0.0, 0.1], [0.1, -0.1, 0.2], [0.1, 0.1, 0.2], [0.1, 0.0, -0.1], [0.0, 0.0, -0.1], [0.1, -0.1, 0.0], [0.0, 0.0, 0.0]], "lowdin_spin": [0.3202, 0.0021, 0.0342, 0.0055, 0.6797, 0.7805, 0.0029, 0.0369, 0.0012, 0.0130, -0.0003, 0.0009, 0.0432, 0.0002, 0.0023, 0.0016, 0.0327, 0.0002, 0.0004, 0.0424, 0.0002]}

=====

Record 4
{"formula": "C5H13N2Si", "method": "wB97M-V/def2-TZVPD", "s_squared": 2.013, "e_tot_ev": -16242.880, "orbital_gap_ev": [7.228, 7.355], "total_charge": 1, "spin_multiplicity": 3, "lumo_energy_ev": [-3.0, -7.3], "elements": ["Si", "N", "N", "C", "C", "C", "C", "C", "H", "H", "H", "H", "H", "H", "H", "H", "H", "H", "H", "H", "H"], "coordinates": [[0.565, -0.426, -0.580], [-0.125, 1.654, 1.279], [-2.041, 1.839, 2.548], [1.701, -1.802, -0.088], [0.810, 1.019, 0.768], [0.863, 0.534, -2.158], [-1.250, 2.139, 1.526], [-1.206, -1.069, -0.402], [-1.645, -1.363, 0.501], [0.829, 1.646, -2.228], [-0.058, 0.222, -2.817], [-2.067, -0.449, -0.855], [-1.844, 1.019, 3.219], [1.590, -2.553, -0.752], [1.861, 1.243, 0.964], [-1.115, -2.020, -1.008], [-3.011, 2.069, 2.708], [1.664, -2.052, 0.980], [-1.570, 2.976, 1.001], [2.726, -1.521, -0.282], [1.848, 0.245, -2.485]], "atomic_forces_ev_per_a": [[-1.2, 0.5, 0.9], [-1.1, -0.2, 1.2], [0.1, -3.4, 2.4], [1.0, 3.0, 1.7], [3.1, -1.4, -0.8], [-2.1, 0.0, -0.8], [-1.4, 0.8, 1.4], [-0.6, 0.7, -2.8], [0.1, -0.5, 1.8], [0.0, -0.8, 0.7], [2.1, 0.2, 0.6], [1.6, -0.7, 0.2], [0.4, 1.6, -1.7], [-0.9, -3.1, -1.8], [0.0, -0.2, -0.3], [-0.4, 0.8, 0.4], [0.0, 1.0, -0.8], [-0.4, -0.2, -0.5], [-1.0, 1.7, -1.3], [0.5, 0.5, 0.1], [0.2, -0.3, -0.8]], "lowdin_spin": [0.1651, 0.4375, 0.2330, 0.0273, 0.7510, 0.0653, 0.1521, 0.0153, 0.0003, 0.0037, 0.0104, 0.0010, 0.0028, 0.0048, 0.0929, 0.0041, 0.0092, 0.0025, 0.0180, 0.0001, 0.0036]}

=====

Record 5
{"formula": "C5H13N3", "method": "wB97M-V/def2-TZVPD", "smiles": "N/C=C/N.C=CNC", "e_tot_ev": -9864.139, "orbital_gap_ev": 8.722, "total_charge": 0, "spin_multiplicity": 1, "lumo_energy_ev": 1.0, "elements": ["N", "N", "N", "C", "C", "C", "C", "C", "H", "H", "H", "H", "H", "H", "H", "H", "H", "H", "H", "H", "H"], "coordinates": [[0.949, -0.879, -0.930], [0.575, 1.413, 1.113], [-2.860, 0.885, 2.309], [-1.427, 0.760, 2.252], [1.476, -0.528, -2.174], [2.713, -0.790, -2.580], [-0.657, 1.698, 1.678], [-0.434, -1.362, -0.876], [-3.268, 0.045, 1.919], [-0.940, -0.127, 2.652], [1.058, 2.216, 0.740], [1.607, -1.451, -0.421], [-3.197, 0.952, 3.265], [-0.918, -1.200, -1.839], [3.356, -1.463, -2.026], [-0.434, -2.430, -0.668], [3.042, -0.468, -3.555], [-1.046, -0.777, -0.188], [0.591, 0.660, 0.434], [-1.028, 2.719, 1.657], [0.840, 0.127, -2.761]], "atomic_forces_ev_per_a": [[0.0, 0.1, -0.2], [0.5, 0.5, 0.3], [0.2, 0.3, 0.7], [0.3, 0.0, -0.1], [0.1, 0.4, 0.2], [-0.2, -0.5, -0.3], [-0.7, -0.4, 0.0], [0.1, 0.3, -0.5], [-0.1, 0.1, 0.0], [-0.1, -0.3, -0.4], [0.0, 0.0, 0.1], [-0.2, -0.1, 0.1], [0.0, -0.1, 0.0], [0.2, -0.2, -0.2], [0.1, 0.1, 0.1], [-0.3, 0.0, 0.2], [0.1, 0.2, 0.1], [0.1, -0.3, 0.4], [0.1, -0.1, 0.2], [-0.1, 0.0, -0.6], [-0.1, -0.2, -0.1]], "nbo_charge": [-0.6437, -0.8381, -0.8492, -0.1598, 0.0115, -0.5027, 0.0081, -0.4161, 0.3566, 0.1637, 0.3701, 0.3762, 0.3525, 0.1996, 0.1899, 0.1981, 0.2093, 0.2019, 0.4055, 0.1785, 0.1879]}

=====

Record 6
{"formula": "C5H13N3", "method": "wB97M-V/def2-TZVPD", "e_tot_ev": -9860.767, "orbital_gap_ev": 8.988, "total_charge": 0, "spin_multiplicity": 1, "lumo_energy_ev": 0.9, "elements": ["N", "N", "N", "C", "C", "C", "C", "C", "H", "H", "H", "H", "H", "H", "H", "H", "H", "H", "H", "H", "H"], "coordinates": [[-0.896, -0.964, 1.152], [2.194, -0.877, 0.737], [1.954, -0.199, -0.477], [-0.972, -1.719, -1.251], [-1.228, -0.975, -0.015], [1.647, 1.153, -0.492], [-2.497, 0.780, 0.308], [1.274, 1.900, 0.550], [1.296, -1.049, 1.186], [-0.246, -2.516, -1.071], [-1.389, -0.136, 1.670], [-1.903, -2.146, -1.626], [1.690, 1.579, -1.489], [2.587, -0.507, -1.199], [-3.169, 1.448, -0.225], [-3.081, -0.029, 0.715], [0.945, 2.916, 0.395], [-1.504, 1.193, 0.240], [-0.573, -1.041, -2.003], [2.753, -0.294, 1.360], [1.119, 1.484, 1.535]], "atomic_forces_ev_per_a": [[0.1, 0.3, 1.2], [0.0, 0.2, 0.0], [0.1, -0.1, 0.1], [0.1, -0.2, -0.1], [-1.5, 1.9, -0.4], [0.0, -0.1, 0.1], [-0.1, -0.7, -2.1], [-0.4, -0.2, -0.1], [0.1, 0.0, -0.1], [0.0, 0.0, 0.0], [0.7, -1.2, -0.5], [0.0, 0.1, 0.0], [0.1, 0.0, 0.0], [-0.1, 0.1, 0.1], [-0.1, -0.1, -0.5], [0.7, 0.3, 1.0], [0.1, 0.1, -0.1], [0.1, -0.3, 1.2], [-0.1, 0.0, 0.0], [-0.1, 0.0, -0.1], [0.2, 0.0, 0.1]], "nbo_charge": [-0.6785, -0.6632, -0.4631, -0.7156, 0.4438, -0.0043, -0.8253, -0.5579, 0.3751, 0.2383, 0.3902, 0.2452, 0.1957, 0.3705, 0.1862, 0.2264, 0.2115, 0.2382, 0.2530, 0.3349, 0.1989]}